1.
Entry from OMol25: C3H5ClN2 in the gas phase at a distorted geometry (wB97M-V/def2-TZVPD).

XYZ file:
```
11
Properties=species:S:1:pos:R:3
H -0.21 1.18 -0.04
N -1.31 1.24 -0.60
C -1.78 0.15 -0.03
N -1.29 -0.60 1.05
C 0.10 -0.28 1.33
C 1.26 -0.03 0.55
Cl 1.36 -0.22 -1.13
H -2.62 -0.35 -0.65
H -1.96 -0.56 1.96
H 0.37 -0.04 2.35
H 2.00 0.09 1.32
```

DFT total energy: -686.893959 Eh
Energy relative to the best compared isomer or geometry (same formula, charge and spin): 64.0 kcal per mole
2S+1: 1
HOMO energy: -9.05 eV
HOMO-LUMO gap: 9.65 eV
Structure (SMILES): [H]/N=C\N/C=C\Cl
LUMO level: 0.607 eV

2.
Entry from OMol25: C3H5ClN2 in the gas phase at a distorted geometry (wB97M-V/def2-TZVPD).

XYZ file:
```
11
Properties=species:S:1:pos:R:3
H -1.88 1.69 0.07
N -0.86 1.36 0.01
C -0.70 0.11 -0.06
N -1.49 -0.91 0.00
C 0.81 -0.44 -0.08
C 1.80 0.47 -0.08
Cl 3.60 -0.05 0.01
H -2.62 -0.57 0.38
H -1.40 -1.79 -0.47
H 1.12 -1.39 0.41
H 1.62 1.52 -0.19
```

DFT total energy: -686.927800 Eh
Energy relative to the best compared isomer or geometry (same formula, charge and spin): 42.8 kcal per mole
2S+1: 1
HOMO energy: -9.38 eV
HOMO-LUMO gap: 9.96 eV
Structure (SMILES): [H]/N=C(N)/C=C/Cl
LUMO level: 0.581 eV

3.
Entry from OMol25: C3H5ClN2O in the gas phase at a distorted geometry (wB97M-V/def2-TZVPD).

XYZ file:
```
12
Properties=species:S:1:pos:R:3
O -1.86 1.83 0.05
C -0.95 1.05 0.03
N 0.45 1.22 0.06
C 1.14 0.00 0.22
C 0.13 -1.08 -0.31
N -1.05 -0.24 -0.50
Cl -2.46 -1.12 -0.06
H 0.92 2.03 0.40
H 1.31 -0.17 1.34
H 2.05 0.07 -0.43
H 0.45 -1.67 -1.19
H -0.12 -1.93 0.40
```

DFT total energy: -762.218323 Eh
Energy relative to the best compared isomer or geometry (same formula, charge and spin): 36.9 kcal per mole
2S+1: 1
HOMO energy: -9.42 eV
HOMO-LUMO gap: 10.11 eV
Structure (SMILES): O=C1NCCN1Cl
LUMO level: 0.684 eV

4.
Entry from OMol25: C3H5ClN2OS in the gas phase at a distorted geometry (wB97M-V/def2-TZVPD).

XYZ file:
```
13
Properties=species:S:1:pos:R:3
C -0.55 -1.19 1.57
C -0.72 -0.44 0.52
Cl -1.55 -1.30 -0.77
C 0.08 0.69 0.14
N -0.45 1.81 -0.21
O -1.90 1.76 0.09
N 1.40 0.78 0.27
S 2.52 -0.30 -0.42
H 0.16 -1.15 2.57
H -0.98 -2.14 1.73
H -2.22 2.63 -0.13
H 1.62 1.74 0.32
H 3.08 -0.81 0.78
```

DFT total energy: -1160.305079 Eh
Energy relative to the best compared isomer or geometry (same formula, charge and spin): 84.1 kcal per mole
2S+1: 1
HOMO energy: -9.10 eV
HOMO-LUMO gap: 9.65 eV
Structure (SMILES): C=C(Cl)/C(=N\O)NS
LUMO level: 0.544 eV

5.
Entry from OMol25: C3H5ClO2 in the gas phase at a distorted geometry (wB97M-V/def2-TZVPD).

XYZ file:
```
11
Properties=species:S:1:pos:R:3
C -0.60 -0.98 0.37
C 0.81 -1.29 0.33
C -1.25 0.33 -0.07
O 0.04 -1.71 -0.74
O 2.63 1.64 -0.34
Cl 2.11 -0.16 0.17
H -1.24 -1.50 1.08
H -1.78 0.76 0.77
H -2.08 -0.05 -0.82
H -0.46 0.94 -0.51
H 1.83 2.02 -0.24
```

DFT total energy: -727.760931 Eh
Energy relative to the best compared isomer or geometry (same formula, charge and spin): 148.7 kcal per mole
2S+1: 1
HOMO energy (alpha / beta): -9.97 / -9.33 eV
HOMO-LUMO gap (alpha / beta): 9.08 / 8.21 eV
LUMO level (alpha / beta): -0.894 / -1.120 eV

6.
Entry from OMol25: C3H5ClS in the gas phase at a distorted geometry (wB97M-V/def2-TZVPD).

XYZ file:
```
10
Properties=species:S:1:pos:R:3
C 0.47 1.01 -0.52
C 0.46 -0.19 0.44
Cl 1.12 -1.61 -0.49
C -1.11 -0.77 0.65
S -2.08 -0.84 -0.61
H -0.26 0.62 -1.15
H 0.19 1.93 -0.18
H 1.42 1.16 -1.07
H 1.12 -0.17 1.33
H -1.33 -1.14 1.60
```

DFT total energy: -975.623775 Eh
Energy relative to the best compared isomer or geometry (same formula, charge and spin): 20.7 kcal per mole
2S+1: 1
HOMO energy: -9.05 eV
HOMO-LUMO gap: 8.55 eV
Structure (SMILES): C[C@H](Cl)C=S
LUMO level: -0.506 eV

7.
Entry from OMol25: a molecular structure, C3H5CrO4 at a distorted geometry (wB97M-V/def2-TZVPD).

XYZ file:
```
13
Properties=species:S:1:pos:R:3
O 0.37 0.64 0.62
C 1.26 -0.08 1.43
C 0.49 0.79 -0.77
O 2.29 0.41 1.82
O 0.84 -1.29 1.31
C 0.70 -0.38 -1.46
H 0.97 1.78 -0.84
H -1.74 0.57 -0.58
H 1.61 -0.50 -2.05
H -0.13 -1.03 -1.72
O -2.29 -0.08 0.25
H -3.18 0.25 0.43
Cr -1.20 -1.08 1.57
```

DFT total energy: -1462.295040 Eh
Energy relative to the best compared isomer or geometry (same formula, charge and spin): 120.4 kcal per mole
2S+1: 5
HOMO energy (alpha / beta): -13.11 / -13.06 eV
HOMO-LUMO gap (alpha / beta): 6.40 / 7.09 eV
LUMO level (alpha / beta): -6.705 / -5.968 eV
Charge: +1

8.
Entry from OMol25: a molecular structure, C3H5CuLiO3 at a distorted geometry (wB97M-V/def2-TZVPD).

XYZ file:
```
13
Properties=species:S:1:pos:R:3
H -2.93 0.04 0.85
O 0.29 -1.14 -1.00
C 1.09 -0.04 -0.64
C 0.68 0.67 0.62
O -0.56 1.43 0.44
C -1.72 1.06 0.82
O -1.88 -0.25 1.02
Li 0.76 -1.78 -2.65
Cu -0.98 -1.77 0.12
H 1.11 0.69 -1.47
H 2.14 -0.37 -0.47
H 1.42 1.44 0.86
H 0.58 0.01 1.49
```

DFT total energy: -1990.248016 Eh
Energy relative to the best compared isomer or geometry (same formula, charge and spin): 49.8 kcal per mole
2S+1: 2
HOMO energy (alpha / beta): -19.35 / -17.96 eV
HOMO-LUMO gap (alpha / beta): 10.13 / 5.31 eV
LUMO level (alpha / beta): -9.224 / -12.658 eV
Charge: +2

9.
Entry from OMol25: a molecular structure, C3H5CuO4 at a distorted geometry (wB97M-V/def2-TZVPD).

XYZ file:
```
13
Properties=species:S:1:pos:R:3
O -1.82 0.46 -0.16
C -0.86 1.35 -0.37
C -1.32 -0.88 -0.01
O -1.00 2.54 -0.41
O 0.31 0.70 -0.56
C 0.03 -0.78 -0.70
H -1.51 -1.09 1.05
H -1.82 -1.82 -0.42
H 0.04 -0.98 -1.78
H 0.81 -1.38 -0.24
O 2.12 0.29 1.49
H 2.86 0.26 2.10
Cu 2.16 1.33 0.02
```

DFT total energy: -2058.608422 Eh
Energy relative to the best compared isomer or geometry (same formula, charge and spin): 10.9 kcal per mole
2S+1: 3
HOMO energy (alpha / beta): -6.40 / -10.24 eV
HOMO-LUMO gap (alpha / beta): 6.91 / 8.69 eV
LUMO level (alpha / beta): 0.511 / -1.549 eV

10.
Entry from OMol25: C3H5F in the gas phase at a distorted geometry (wB97M-V/def2-TZVPD).

XYZ file:
```
9
Properties=species:S:1:pos:R:3
C 2.07 0.33 0.36
C 0.76 0.57 0.36
C -0.37 -0.19 1.07
F 0.13 1.55 -0.37
H 2.79 1.01 -0.10
H 2.43 -0.33 1.13
H -0.63 -1.09 0.54
H -0.32 -0.47 2.12
H -1.24 0.49 0.95
```

DFT total energy: -217.135305 Eh
Energy relative to the best compared isomer or geometry (same formula, charge and spin): 1.8 kcal per mole
2S+1: 1
HOMO energy: -9.76 eV
HOMO-LUMO gap: 10.87 eV
Structure (SMILES): C=C(C)F
LUMO level: 1.112 eV

Question: What is the formula in the first record?
Answer: C3H5ClN2

Question: Look up the DFT total energy of the seventh one.
Answer: -1462.295040 Eh

Question: What is the 2S+1 in the fourth record?
Answer: 1